Model one:
Below is 2 unconnected molecules or ions with the total composition CH5NOS2, with properties calculated with wB97M-V/def2-TZVPD.

```
! wB97M-V def2-TZVPD RIJCOSX def2/J DEFGRID3
* xyz 0 1
N -3.471 0.128 -1.457
C -2.650 0.047 -0.385
O -2.004 0.978 0.040
H -3.758 1.050 -1.758
H -4.074 -0.628 -1.759
H -2.583 -0.953 0.056
S 2.675 -0.706 1.032
S 1.235 0.040 -0.165
H 3.787 -0.202 0.467
H 0.845 1.166 0.465
*
```

Computed properties:
E_LUMO in eV: 0.753
Molecular weight in u: 111.2
SMILES: NC=O.SS
Orbital gap in eV: 10.078
Highest occupied orbital energy in eV: -9.33

Löwdin population analysis, charges in e, atoms 1 to 5:
1 N 0.11
2 C -0.43
3 O -0.02
4 H 0.11
5 H 0.10

***

Model two:
Below is 2 unconnected molecules or ions with the total composition CH5NOS2, with properties calculated with wB97M-V/def2-TZVPD.

```
! wB97M-V def2-TZVPD RIJCOSX def2/J DEFGRID3
* xyz 0 1
N 1.367 -1.700 0.853
C 0.154 -2.312 0.760
O -0.901 -1.760 0.936
H 1.394 -0.688 0.828
H 2.178 -2.221 0.570
H 0.252 -3.380 0.509
S -0.508 1.266 -1.613
S 0.171 1.558 0.318
H -0.598 -0.087 -1.600
H -1.049 1.687 0.885
*
```

Computed properties:
E_LUMO in eV: 0.347
Molecular weight in u: 111.2
SMILES: NC=O.SS
Orbital gap in eV: 10.014
Highest occupied orbital energy in eV: -9.67

Löwdin population analysis, charges in e, atoms 1 to 5:
1 N 0.11
2 C -0.44
3 O 0.00
4 H 0.02
5 H 0.09

***

Stability verdict: model two, ahead by 1.9 kcal/mol